(1)
DFT (wB97M-V/def2-TZVPD) results for the molecule C30H38ClN7O3 in a non-equilibrium geometry.

Positions of all 79 atoms, in Å:
C: -7.322 -4.942 1.726
N: -6.131 -4.432 0.850
C: -6.215 -3.172 0.141
O: -7.335 -2.610 0.172
C: -5.136 -3.054 -0.754
C: -4.363 -3.931 -1.076
C: -3.269 -3.620 -1.676
C: -2.917 -2.132 -2.180
C: -3.793 -1.151 -1.669
C: -4.839 -1.561 -0.849
N: -5.816 -0.358 -0.358
C: -5.646 0.853 -0.236
N: -4.291 1.081 -0.301
C: -4.134 2.650 0.094
N: -2.951 3.168 0.140
C: -1.719 2.558 -0.287
C: -1.538 1.293 -0.058
C: -0.147 0.855 -0.407
C: 0.848 1.660 -0.535
C: 0.680 3.158 -0.897
C: -0.516 3.475 -0.392
O: -0.858 4.633 -0.311
C: -0.633 5.528 0.948
C: 1.766 3.940 -1.022
C: 2.841 3.859 0.201
C: 3.921 2.993 0.055
C: 3.244 1.441 0.189
N: 4.208 0.546 0.449
C: 3.989 -0.891 1.152
C: 5.008 -1.529 1.650
N: 5.849 -1.959 0.270
C: 6.933 -2.733 0.589
C: 6.586 -4.203 0.542
O: 6.008 -4.492 -0.657
C: 6.300 -0.820 -0.376
C: 5.003 0.166 -0.895
C: 2.332 1.079 -1.045
N: -5.147 3.409 0.214
C: -6.431 2.897 0.547
C: -6.594 1.431 0.258
Cl: -8.274 0.906 0.405
H: -8.281 -4.173 1.483
H: -7.646 -5.912 1.239
H: -6.875 -4.934 2.511
H: -5.304 -4.908 0.777
H: -4.474 -5.039 -1.035
H: -2.523 -4.015 -2.406
H: -2.099 -1.877 -2.654
H: -3.476 -0.154 -1.677
H: -6.622 -0.799 -0.013
H: -2.881 4.199 0.463
H: -2.363 0.431 0.043
H: 0.095 -0.203 -0.350
H: 0.299 5.269 1.397
H: -0.932 6.373 0.985
H: -1.274 4.970 1.682
H: 1.402 5.008 -0.932
H: 2.242 3.627 -1.883
H: 2.437 3.762 1.212
H: 3.431 4.769 0.236
H: 4.697 2.895 0.593
H: 4.339 2.906 -0.701
H: 2.741 1.380 1.201
H: 3.462 -0.587 2.168
H: 3.363 -1.520 0.236
H: 4.757 -2.522 1.951
H: 5.754 -0.904 2.157
H: 7.811 -2.669 -0.326
H: 7.550 -2.599 1.411
H: 7.522 -5.008 0.748
H: 5.990 -4.307 1.702
H: 5.376 -3.840 -0.662
H: 7.075 -1.065 -1.250
H: 6.984 0.040 0.169
H: 5.577 0.965 -1.320
H: 4.625 -0.612 -1.507
H: 2.064 -0.042 -0.984
H: 2.699 1.368 -1.877
H: -7.042 3.738 0.599

Values from the calculation:
* charge: 0
* relative energy (zero: lowest compared OMol25 entry of this formula, charge and spin): 28.763 eV
* Kohn-Sham gap: 0.2731 Eh
* E_HOMO: -7.61 eV
* SMILES: CNC(=O)c1ccccc1Nc1nc(Nc2ccc3c(c2OC)CCC[C@H](N2CCN(CCO)CC2)C3)ncc1Cl
* energy: -2234.1763 a.u.
* E_LUMO: -0.1796 eV



(2)
DFT (wB97M-V/def2-TZVPD) results for a structure of composition C21H45CsN3OPSSi2.

Positions of all 75 atoms, in Å:
Cs: -0.504 -0.058 0.116
C: 5.887 0.756 -1.208
C: 4.380 0.610 -1.395
P: 3.388 -0.008 0.037
C: 4.325 -1.546 0.466
C: 3.620 -2.395 1.524
C: 3.920 1.157 1.371
C: 2.962 1.162 2.561
H: 6.353 1.168 -2.106
H: 6.360 -0.205 -1.003
H: 6.118 1.427 -0.380
H: 4.158 -0.059 -2.231
H: 3.935 1.574 -1.659
H: 5.346 -1.310 0.783
H: 4.402 -2.118 -0.463
H: 3.541 -1.865 2.473
H: 4.167 -3.322 1.710
H: 2.611 -2.658 1.202
H: 3.931 2.155 0.922
H: 4.942 0.934 1.695
H: 1.975 1.503 2.247
H: 3.308 1.841 3.342
H: 2.855 0.170 3.004
C: -0.662 2.720 3.086
Si: -0.017 3.918 1.749
C: -1.319 5.295 1.672
C: 1.499 4.761 2.555
C: 0.238 3.095 0.178
Si: 0.355 3.737 -1.499
C: 2.095 4.363 -1.999
C: -0.028 2.382 -2.777
C: -0.794 5.198 -1.850
H: -0.766 3.195 4.066
H: -0.007 1.852 3.216
H: -1.648 2.348 2.788
H: -1.544 5.661 2.678
H: -2.249 4.933 1.227
H: -0.973 6.143 1.076
H: 1.280 5.160 3.551
H: 1.830 5.590 1.921
H: 2.339 4.067 2.648
H: 0.980 2.283 0.270
H: 2.833 3.559 -1.901
H: 2.401 5.172 -1.330
H: 2.143 4.731 -3.029
H: 0.649 1.530 -2.633
H: 0.088 2.715 -3.812
H: -1.057 2.030 -2.656
H: -0.378 6.130 -1.459
H: -1.776 5.044 -1.400
H: -0.937 5.320 -2.928
S: -0.211 -3.646 -0.124
C: -1.667 -3.519 -0.950
N: -2.755 -2.831 -0.614
C: -3.861 -3.050 -1.530
C: -3.132 -3.620 -2.750
N: -1.929 -4.170 -2.127
H: -2.843 -2.209 0.174
H: -4.388 -2.120 -1.726
H: -4.565 -3.777 -1.113
H: -2.887 -2.830 -3.469
H: -3.709 -4.392 -3.255
H: -1.127 -4.433 -2.675
O: -3.115 -0.011 -0.092
N: -3.405 0.877 -1.066
C: -3.549 0.438 -2.379
C: -3.919 1.310 -3.368
C: -4.178 2.657 -3.091
C: -4.016 3.077 -1.738
C: -3.632 2.200 -0.773
H: -3.294 -0.596 -2.540
H: -3.992 0.927 -4.380
H: -4.457 3.353 -3.867
H: -4.161 4.112 -1.456
H: -3.444 2.471 0.255

Values from the calculation:
* charge: -1
* spin multiplicity: 2
* Kohn-Sham gap (alpha / beta): 0.1271 / 0.1912 Eh
* E_HOMO (alpha / beta): -1.50 / -3.27 eV
* energy: -2405.3595 a.u.
* E_LUMO (alpha / beta): 1.9575 / 1.9303 eV



(3)
DFT (wB97M-V/def2-TZVPD) results for a structure of composition C44H35BrCl2N2O8RbTe.

Positions of all 94 atoms, in Å:
Rb: -0.274 -0.337 -0.311
O: -1.110 -0.476 4.679
C: -1.354 -0.118 3.414
O: -1.256 -0.854 2.473
C: -1.746 1.326 3.283
C: -1.984 2.127 4.393
C: -2.307 3.454 4.178
C: -2.381 3.923 2.877
C: -2.131 3.037 1.835
N: -1.814 1.767 2.037
C: -2.133 3.462 0.385
O: -2.823 4.590 0.095
O: -1.547 2.866 -0.463
H: -0.683 -1.352 4.657
H: -1.903 1.711 5.387
H: -2.486 4.122 5.011
H: -2.588 4.968 2.687
H: -3.422 4.818 0.815
Cl: 0.069 -2.957 -2.267
C: -1.278 -3.608 -1.320
Cl: -1.036 -3.469 0.435
H: -1.346 -4.664 -1.547
H: -2.176 -3.058 -1.582
C: 7.188 -3.163 -1.179
C: 5.813 -2.736 -0.732
C: 5.160 -3.348 0.330
C: 3.914 -2.927 0.756
C: 3.319 -3.600 1.932
O: 3.401 -4.803 2.107
C: 2.736 -2.761 3.042
C: 1.913 -3.372 3.977
C: 1.493 -2.679 5.108
C: 1.907 -1.368 5.311
C: 2.714 -0.746 4.364
C: 3.121 -1.436 3.236
C: 3.166 -1.887 0.090
O: 1.998 -1.618 0.480
C: 3.860 -1.259 -1.027
C: 5.137 -1.707 -1.374
C: 3.255 -0.205 -1.861
N: 2.184 0.413 -1.530
C: 1.534 1.362 -2.419
C: 1.520 2.728 -1.764
Te: 0.464 4.229 -2.854
C: 2.126 4.600 -4.117
C: 2.187 4.032 -5.387
C: 3.286 4.252 -6.208
C: 4.340 5.040 -5.767
C: 4.292 5.605 -4.500
C: 3.191 5.390 -3.683
C: 3.936 0.119 -3.165
C: 4.633 1.315 -3.303
C: 5.200 1.665 -4.520
C: 5.072 0.819 -5.613
C: 4.382 -0.377 -5.481
C: 3.819 -0.728 -4.261
H: 7.588 -3.934 -0.518
H: 7.896 -2.330 -1.175
H: 7.181 -3.575 -2.193
H: 5.632 -4.169 0.863
H: 1.636 -4.407 3.821
H: 0.877 -3.176 5.851
H: 1.603 -0.828 6.200
H: 3.036 0.278 4.515
H: 3.756 -0.960 2.499
H: 5.640 -1.222 -2.204
H: 0.503 1.018 -2.565
H: 1.965 1.431 -3.423
H: 2.539 3.113 -1.674
H: 1.098 2.712 -0.757
H: 1.373 3.405 -5.730
H: 3.321 3.796 -7.190
H: 5.198 5.208 -6.406
H: 5.112 6.221 -4.148
H: 3.152 5.838 -2.697
H: 4.721 1.978 -2.449
H: 5.726 2.606 -4.618
H: 5.505 1.096 -6.567
H: 4.278 -1.040 -6.331
H: 3.279 -1.662 -4.154
Br: -8.065 -2.298 -1.434
C: -6.323 -1.788 -0.846
C: -5.886 -2.223 0.395
C: -4.621 -1.841 0.817
C: -3.813 -1.062 -0.001
C: -4.257 -0.643 -1.252
C: -5.539 -0.997 -1.664
C: -3.368 0.192 -2.198
O: -3.962 1.030 -2.887
O: -2.144 -0.100 -2.159
H: -6.521 -2.842 1.014
H: -4.258 -2.160 1.787
H: -2.836 -0.760 0.347
H: -5.891 -0.635 -2.621

Values from the calculation:
* charge: -1
* relative energy (zero: lowest compared OMol25 entry of this formula, charge and spin): 1.244 eV
* Kohn-Sham gap: 0.2059 Eh
* E_HOMO: -4.39 eV
* energy: -6195.8091 a.u.
* E_LUMO: 1.2110 eV



Which value of energy does entry 2 give?
-2405.3595 a.u.